No. 1
{"formula": "C16H16AsF4GaN2O6S", "method": "ωB97M-V/def2-TZVPD", "species": ["Ga", "C", "N", "C", "C", "C", "N", "C", "C", "F", "C", "F", "C", "C", "F", "C", "F", "H", "H", "H", "H", "H", "H", "H", "H", "H", "H", "H", "O", "As", "O", "O", "C", "C", "C", "C", "C", "C", "S", "O", "O", "O", "H", "H", "H", "H", "H"], "xyz": [[0.549508, -0.168318, 0.110276], [-2.542895, -0.356515, 0.056422], [-1.440405, -0.349177, 1.013067], [-1.531492, -1.547888, 1.841980], [-1.482510, 0.873919, 1.811409], [-0.204260, 1.035862, 2.643540], [0.904573, 0.485650, 1.892290], [2.193069, 0.735934, 2.217845], [3.166329, -0.062258, 1.589513], [2.682872, -1.079844, 0.804867], [4.521073, 0.127074, 1.735912], [5.381512, -0.660021, 1.077781], [5.005568, 1.114987, 2.579825], [4.075939, 1.877023, 3.263709], [4.509493, 2.831383, 4.100956], [2.709866, 1.699270, 3.104220], [1.884898, 2.489840, 3.830698], [-3.503655, -0.282133, 0.576747], [-2.422718, 0.474884, -0.640113], [-2.516494, -1.290606, -0.508792], [-2.492981, -1.587459, 2.360607], [-1.432922, -2.421387, 1.198995], [-0.720985, -1.576248, 2.568798], [-1.544723, 1.706915, 1.101184], [-2.367681, 0.885934, 2.461125], [-0.067757, 2.098324, 2.856792], [-0.293796, 0.511001, 3.604675], [6.059706, 1.289979, 2.701450], [-1.400342, -0.912729, -2.901754], [0.081604, -1.766638, -2.493007], [-0.187837, -3.271695, -2.979347], [0.392387, -1.685847, -0.823007], [1.466118, -0.819204, -3.446993], [2.216421, -1.530939, -4.376437], [3.226131, -0.895713, -5.080243], [3.448443, 0.461462, -4.897190], [2.699429, 1.167957, -3.971907], [1.724366, 0.517913, -3.237156], [1.112339, 1.411348, -1.825480], [1.229909, 2.803600, -2.095641], [2.016754, 0.904341, -0.742521], [-0.244936, 0.997253, -1.373081], [-2.057896, -1.569380, -3.152297], [1.990236, -2.583800, -4.507345], [3.835592, -1.459017, -5.767720], [4.222826, 0.959733, -5.456370], [2.864821, 2.216573, -3.777322]], "atomic_forces_ev_per_a": [[-0.675, 0.312, 2.043], [-0.125, 0.004, -0.460], [0.124, 0.103, -0.229], [0.290, -0.356, 0.115], [0.246, 0.385, 0.223], [-0.104, -0.115, 0.121], [-0.579, -0.154, -0.820], [0.960, 0.106, 0.304], [-0.022, -0.182, 0.033], [0.404, 0.271, 0.233], [-0.049, 0.066, 0.138], [-0.111, -0.013, -0.024], [-0.348, 0.011, -0.028], [0.082, -0.202, -0.159], [-0.146, -0.066, -0.044], [-0.064, -0.034, 0.014], [0.121, -0.059, -0.148], [0.005, 0.017, 0.010], [-0.140, -0.137, 0.070], [-0.014, 0.157, 0.055], [-0.036, 0.030, 0.045], [-0.035, -0.019, 0.013], [-0.022, 0.071, 0.028], [-0.107, -0.083, 0.114], [0.050, 0.056, -0.103], [-0.132, -0.127, 0.024], [-0.074, 0.107, -0.044], [0.141, -0.027, 0.010], [0.105, 0.715, 0.331], [-0.454, -0.528, -0.722], [0.321, -0.900, -0.297], [0.096, -0.384, -0.098], [-0.352, -0.298, 0.279], [-0.345, -0.207, 0.246], [-0.094, 0.118, 0.032], [-0.053, -0.185, 0.044], [-0.004, 0.311, 0.040], [-0.126, 0.223, 0.141], [0.934, 1.502, -0.308], [0.028, 0.085, -0.188], [-0.333, -0.072, -0.332], [0.214, -0.353, -0.207], [0.092, -0.320, -0.122], [0.080, 0.047, -0.083], [0.048, -0.058, -0.129], [0.091, 0.107, -0.066], [0.115, 0.074, -0.096]], "e_lumo_ev": 0.090, "gap_ev": 8.35, "homo_energy_ev": -8.258}

No. 2
{"formula": "C16H16AsMnN4O7S5", "method": "ωB97M-V/def2-TZVPD", "species": ["Mn", "S", "As", "S", "S", "S", "O", "C", "O", "C", "C", "N", "N", "C", "C", "O", "O", "H", "H", "H", "C", "C", "N", "C", "C", "N", "H", "H", "H", "H", "H", "H", "C", "C", "C", "C", "C", "C", "C", "S", "O", "O", "O", "H", "H", "H", "H", "H", "H", "H"], "xyz": [[-0.402454, -0.620705, -0.904319], [2.145453, -2.815141, -4.615614], [1.210521, -2.768860, -2.731970], [-0.856320, -2.000472, -2.791840], [1.799348, -0.978306, -1.578247], [1.428694, -4.526447, -1.494781], [-5.451079, -4.803678, 0.860733], [-4.676083, -3.922425, 1.574995], [-5.066515, -3.508196, 2.627565], [-3.337020, -3.719054, 0.971809], [-2.430669, -4.741566, 0.741458], [-1.314934, -4.173380, 0.246916], [-1.462381, -2.866321, 0.108137], [-2.669000, -2.550990, 0.535633], [-3.134758, -1.144432, 0.315776], [-4.254425, -0.814243, 0.692303], [-2.292187, -0.385043, -0.284164], [-5.004181, -4.931008, 0.013249], [-2.490577, -5.799208, 0.925129], [-0.440973, -4.562296, -0.167340], [-1.304860, 0.156697, 2.699932], [-0.089146, -0.675818, 2.507702], [0.349617, -1.177814, 1.380054], [1.432020, -1.963925, 1.686508], [1.667625, -1.920677, 3.023062], [0.687746, -1.094726, 3.539593], [-1.356473, 0.927117, 1.935052], [-1.304229, 0.620727, 3.689158], [-2.204026, -0.454728, 2.616604], [1.947322, -2.499457, 0.907739], [2.410271, -2.382832, 3.643627], [0.546861, -0.841355, 4.501740], [4.346886, 5.768528, -2.055757], [3.144119, 4.907189, -1.788024], [2.916955, 3.747519, -2.514823], [1.808853, 2.947154, -2.266446], [0.915371, 3.316486, -1.274856], [1.123331, 4.472994, -0.536153], [2.230851, 5.258529, -0.795289], [-0.460407, 2.257038, -0.934391], [-0.659868, 1.457889, -2.139447], [-1.540729, 3.100497, -0.497903], [0.049142, 1.312370, 0.101759], [4.946850, 5.363486, -2.869443], [4.989750, 5.839728, -1.176837], [4.054750, 6.784494, -2.329704], [3.616685, 3.454787, -3.287663], [1.636005, 2.033469, -2.815701], [0.408006, 4.752143, 0.224815], [2.390265, 6.164259, -0.220341]], "atomic_forces_ev_per_a": [[-0.117, -0.371, 0.485], [-0.057, -0.128, 0.093], [0.112, -0.102, 0.009], [-0.044, 0.025, -0.102], [0.192, 0.096, 0.096], [-0.099, 0.159, -0.139], [0.055, 0.217, -0.019], [0.069, -0.292, 0.210], [-0.038, 0.037, -0.173], [-0.008, -0.049, -0.013], [0.084, 0.045, -0.005], [0.168, 0.170, -0.166], [0.072, -0.003, -0.075], [0.194, -0.206, -0.098], [-0.129, 0.384, -0.065], [0.028, -0.195, 0.029], [0.016, -0.042, 0.022], [-0.070, -0.041, 0.012], [-0.049, -0.102, 0.028], [-0.278, 0.060, 0.119], [-0.017, 0.081, 0.089], [-0.141, 0.024, -0.009], [-0.082, 0.260, -0.125], [0.057, -0.016, -0.093], [-0.046, -0.041, 0.046], [-0.050, 0.041, 0.068], [0.002, 0.005, -0.046], [0.034, 0.011, -0.009], [-0.023, -0.006, 0.016], [0.094, -0.038, -0.028], [0.089, -0.060, 0.037], [0.032, -0.054, -0.089], [0.062, 0.056, -0.041], [-0.048, 0.005, 0.050], [-0.027, -0.081, -0.040], [0.072, 0.096, 0.116], [0.133, 0.038, -0.112], [-0.076, -0.028, -0.047], [0.063, 0.059, -0.001], [0.142, -0.808, 0.233], [-0.310, 0.254, -0.228], [0.046, 0.223, 0.048], [-0.110, 0.388, -0.042], [0.004, -0.024, -0.036], [0.002, 0.003, 0.051], [-0.009, 0.020, 0.004], [0.041, -0.012, -0.033], [-0.006, -0.077, -0.069], [-0.047, -0.011, 0.025], [0.016, 0.029, 0.018]], "e_lumo_ev": [4.031, 4.094], "multiplicity": 5, "gap_ev": [6.17, 6.27], "charge": -2, "homo_energy_ev": [-2.140, -2.174], "relative_energy_kj_mol": 155.97}